Entry 1:
65
Properties=species:S:1:pos:R:3:forces:R:3 method="wB97M-V/def2-TZVPD" homo_lumo_gap_ev="6.2 / 5.9" multiplicity=2 total_charge=+1
Pd -0.27410 0.10910 -0.55480 1.502 1.778 -0.527
S 1.48310 1.83300 -1.48220 -0.539 -0.780 -0.189
S -1.74830 1.71140 -2.07320 -0.477 -0.627 0.672
P 0.00370 -1.35910 -2.46060 0.135 0.652 -0.445
O -0.49840 1.64250 1.14390 0.865 0.004 -2.890
O -1.21640 1.98050 3.23100 -0.015 0.395 -0.043
O 1.89340 -0.48560 0.12620 -0.537 -0.831 -0.311
N -4.29530 1.19450 -1.51270 -1.438 -1.449 1.662
N -2.66110 -0.19930 -0.56390 -2.000 -2.696 1.978
N -0.68050 -1.00640 1.47580 0.050 0.218 -0.141
N 2.47500 0.56340 0.61950 0.426 0.906 -0.106
N 1.46720 -2.98050 -4.14580 0.376 -0.365 -0.139
N -0.91380 -3.33350 -4.15490 -0.350 -0.358 -0.081
N 0.02970 -1.39760 -5.22120 -0.046 0.189 -0.759
C 2.41460 1.75620 -0.04060 0.106 -0.079 0.268
C 3.09990 2.85940 0.46740 -0.168 -0.188 0.110
C -1.02220 -2.39590 -5.26090 0.020 0.044 -0.001
C 3.79920 2.75550 1.65030 -0.020 -0.286 -0.011
C -5.31280 0.54320 -0.82050 1.756 0.584 -0.738
C -1.58120 -2.94090 2.57410 0.361 0.181 -0.426
C -3.63830 -0.89730 0.08690 1.282 1.860 -1.422
C -2.16220 -2.08590 3.53740 0.024 0.486 0.025
C -1.21020 -2.72940 -2.88150 -0.318 0.217 0.837
C -1.71200 -4.34110 2.59730 0.121 -0.298 -0.132
C -1.94820 -0.73090 3.47190 -0.264 -0.710 0.211
C 1.57630 -2.30480 -2.88220 0.315 0.338 0.945
C -0.20600 -4.53320 0.72570 0.196 0.509 -0.225
C -4.97680 -0.51070 -0.01560 -0.345 -0.090 0.156
C -1.21450 -0.23310 2.39030 0.326 0.543 -0.233
C 1.32010 -2.06040 -5.25870 -0.034 0.065 -0.002
C -0.78400 -2.34980 1.54950 -0.592 -0.240 0.905
C 0.39630 -3.96090 -4.17380 0.067 -0.055 -0.020
C 3.15350 0.45650 1.77300 0.159 -0.012 0.425
C -0.09880 -0.48240 -4.12160 -0.180 0.521 0.535
C -1.02850 -5.11850 1.69630 -0.394 -0.014 0.446
C -2.99380 0.82870 -1.30750 0.558 2.009 -1.964
C -0.09320 -3.16680 0.63940 0.074 -0.364 -0.193
C 3.81810 1.52980 2.31510 -0.020 0.202 -0.193
C -0.96540 1.30320 2.25570 -0.679 -2.014 1.253
H 0.70350 0.26440 -4.16330 -0.136 -0.054 0.082
H -3.31830 -1.73370 0.68400 0.109 -0.191 0.152
H -2.34590 -4.78760 3.34930 0.001 -0.119 0.094
H 4.30840 3.61170 2.06260 0.063 0.068 0.014
H -2.74740 -2.51760 4.33580 -0.083 -0.054 0.101
H -4.49340 1.98420 -2.10910 0.030 0.077 -0.021
H 3.04330 3.78620 -0.08190 -0.050 0.068 0.024
H 0.49170 -4.62700 -3.31240 0.000 -0.012 -0.075
H -2.32270 -0.03330 4.20400 -0.039 0.039 0.066
H 2.11470 -1.31340 -5.22480 0.012 -0.031 -0.016
H 1.79520 -3.03120 -2.09250 0.016 0.138 -0.026
H -1.17510 -3.49710 -2.09900 -0.062 0.168 -0.030
H -0.93340 -2.95440 -6.19710 -0.050 0.055 0.086
H -6.31170 0.91630 -0.95270 -0.182 0.052 -0.082
H 2.40300 -1.58630 -2.92560 -0.138 -0.069 0.184
H 0.35230 -5.16880 0.05440 0.055 -0.041 -0.084
H -5.72850 -1.03770 0.54740 -0.161 0.005 -0.028
H 0.48520 -4.54740 -5.09190 0.003 0.020 0.087
H -2.22120 -2.30510 -2.90390 0.095 -0.052 0.078
H -1.05560 0.04830 -4.18550 0.187 -0.080 0.039
H 4.34620 1.41110 3.24670 0.013 -0.063 0.076
H 3.12560 -0.52460 2.22360 -0.042 0.010 -0.067
H -1.99940 -1.90850 -5.22830 0.034 -0.007 -0.027
H 1.39730 -2.62150 -6.19360 0.022 0.039 0.078
H 0.55820 -2.67710 -0.07720 0.032 -0.088 0.083
H -1.10850 -6.19250 1.75040 -0.031 -0.123 -0.024

***

Entry 2:
15
Properties=species:S:1:pos:R:3:forces:R:3 method="wB97M-V/def2-TZVPD" homo_lumo_gap_ev=7.7 multiplicity=1 smiles="N#CC1=CC=C(CO)SS1"
S 1.40699 0.65547 -1.02130 -0.720 -0.374 -0.091
S -0.34417 1.30310 -1.94142 0.862 -0.195 0.319
O 1.40319 -2.50359 -0.94789 -5.371 5.913 -0.711
N -2.65347 3.91297 -0.63554 -0.193 0.351 -0.176
C 1.44137 -1.83709 0.24586 6.750 6.303 -3.840
C 0.68201 -0.53646 0.11102 -0.492 1.343 0.666
C -1.14124 0.98662 0.64536 -2.646 1.839 3.464
C -0.37815 -0.18458 0.93248 1.388 -2.419 -0.895
C -1.11948 1.77162 -0.43031 -1.287 1.414 -1.342
C -1.97904 2.98865 -0.57358 1.130 -1.981 0.785
H -1.93295 1.36940 1.46981 2.144 -0.992 -1.755
H 1.96101 -3.11615 -1.13240 5.970 -5.967 -1.198
H -0.66150 -0.91791 1.78503 0.249 1.443 -1.695
H 2.47106 -1.59614 0.74984 -1.581 -0.849 -1.045
H 0.84437 -2.29590 0.74304 -6.203 -5.827 7.514

***

Entry 3:
19
Properties=species:S:1:pos:R:3:forces:R:3 method="wB97M-V/def2-TZVPD" homo_lumo_gap_ev="7.5 / 7.1" multiplicity=3
C -0.38957 0.27716 2.82618 1.651 -0.978 -1.130
C -0.34309 -0.57442 1.76124 -0.627 2.767 0.936
C 0.54850 -1.26940 -0.66942 -0.328 1.855 0.309
C 0.86025 1.15366 0.00645 2.356 1.666 3.911
C -0.21288 1.09210 -2.92271 0.244 4.178 -3.133
C -0.53480 0.95628 -0.31255 -3.858 1.952 2.072
C -0.55334 0.68582 -1.71500 -0.392 -4.192 -0.084
C 0.17749 -0.16907 0.41298 1.214 -1.235 -0.626
C -0.25428 -0.81799 -1.87781 -1.555 -1.433 0.118
H 0.44744 -2.31163 -0.46035 -0.378 -0.537 0.656
H -1.30421 -1.23346 -1.79244 0.760 -0.016 -0.110
H -1.01086 0.13415 3.70515 0.171 -0.227 -0.171
H 0.41606 1.02956 2.88199 -0.883 0.077 -0.054
H 1.53548 1.18257 -0.79331 0.636 -0.870 -1.436
H -1.03206 -1.39114 1.78349 -0.235 -0.677 -0.318
H -1.46336 1.42886 0.28427 2.438 -0.647 -1.603
H 0.14552 -1.06772 -2.89052 -0.283 0.077 1.104
H 1.57186 -1.06939 -0.87927 1.038 -0.304 -0.245
H 1.39584 1.96404 0.65166 -1.969 -1.457 -0.197

***

Entry 4:
16
Properties=species:S:1:pos:R:3:forces:R:3 method="wB97M-V/def2-TZVPD" homo_lumo_gap_ev=11.1 multiplicity=1 smiles=OCCC1CC1
O 0.21196 -1.80161 1.63109 0.298 -0.061 -0.097
C -0.05638 0.25004 -2.00147 -0.076 -0.113 -0.161
C -0.58034 -0.64546 1.80171 -0.281 0.268 0.090
C 0.15989 0.09753 -0.52393 0.036 -0.135 0.091
C -0.98366 0.03149 0.47949 -0.039 -0.010 -0.102
C 0.61815 1.34313 -1.22675 0.102 0.230 0.068
H 1.68559 1.48649 -1.35999 -0.138 0.014 -0.002
H -1.47755 -0.99510 2.31751 0.037 0.155 -0.015
H 1.05118 -1.51426 1.25045 -0.123 -0.253 0.175
H -1.35802 1.03721 0.71430 0.038 -0.158 -0.086
H -1.82129 -0.52757 0.04609 0.143 0.021 0.016
H 0.54691 -0.36681 -2.66027 -0.094 0.118 0.057
H -1.06530 0.42808 -2.35831 0.063 0.011 0.096
H 0.96743 -0.59521 -0.31380 -0.015 0.080 -0.062
H 0.06083 2.26136 -1.06999 0.023 -0.127 0.045
H -0.07959 0.07068 2.46785 0.025 -0.041 -0.113

***

Entry 5:
16
Properties=species:S:1:pos:R:3:forces:R:3 method="wB97M-V/def2-TZVPD" homo_lumo_gap_ev=11.3 multiplicity=1 smiles=COC[C@@H](C)C#N
O -0.10458 -0.64820 -1.05640 -0.039 -0.100 -0.179
N -0.56355 1.39396 3.15530 0.161 -0.596 -0.676
C -0.24663 0.69805 2.28930 0.060 0.664 0.625
C -0.72445 -0.42148 -2.28579 -0.204 -0.071 -0.502
C 0.20613 -0.13893 1.17173 0.485 0.008 -0.249
C -0.70945 0.06440 -0.02110 -0.087 0.080 -0.009
C 1.67596 0.22200 0.76377 -0.047 0.016 0.407
H -0.16357 -0.99719 -3.01535 -0.057 0.018 -0.188
H -1.72828 -0.30262 0.15938 0.029 0.045 0.105
H 2.30906 -0.08398 1.59159 0.254 0.201 0.074
H -0.71979 0.64040 -2.57456 0.095 -0.103 0.120
H -1.76500 -0.76417 -2.27979 -0.035 -0.026 -0.019
H 1.75893 1.30827 0.62965 -0.032 -0.215 0.136
H 0.12213 -1.17784 1.52335 0.200 0.166 -0.286
H -0.77164 1.13370 -0.27732 0.013 -0.059 0.085
H 2.08220 -0.24497 -0.15309 -0.796 -0.026 0.555

***

Entry 6:
12
Properties=species:S:1:pos:R:3:forces:R:3 method="wB97M-V/def2-TZVPD" homo_lumo_gap_ev=9.7 multiplicity=1 smiles="NC1=NCC(O)=N1"
O -2.47888 -0.24327 -0.27971 0.039 -0.064 0.182
N 1.86134 -0.23809 1.30639 0.007 0.168 0.036
N 0.99717 0.47937 -0.75150 -0.042 -0.282 0.214
N -0.46980 -0.33350 0.86433 -0.095 0.147 -0.289
C 0.83996 0.01213 0.44059 0.223 0.054 -0.084
C -0.30913 0.32069 -1.35776 -0.147 -0.013 -0.050
C -1.16086 -0.10443 -0.19341 0.196 -0.051 0.041
H -0.68823 1.19549 -1.89641 0.096 -0.059 0.187
H 2.74508 0.17923 1.05876 -0.083 -0.058 0.079
H 1.63625 -0.29435 2.28602 -0.011 0.035 -0.104
H -2.79284 -0.52007 0.59719 -0.010 0.001 -0.168
H -0.26168 -0.51386 -2.07128 -0.173 0.123 -0.044

***

| no. | calculated total energy (Eh) | molar mass (g mol⁻¹) |
| --- | --- | --- |
| 1 | -2842.6066 | 674.1 |
| 2 | -1157.8675 | 171.2 |
| 3 | -348.5847 | 118.2 |
| 4 | -271.7020 | 86.1 |
| 5 | -325.8781 | 99.1 |
| 6 | -356.8397 | 99.1 |